(1)
Molecular formula: C25H34Cl10F4O18
Method: DFT, wB97M-V/def2-TZVPD

Structure (ORCA input):
```
! RIJCOSX wB97M-V def2-TZVPD def2/J DEFGRID3
* xyz 0 1
O 8.2518 21.2142 -28.5906
C 7.8753 21.9966 -29.5066
O 7.4046 21.5076 -30.7012
C 7.2122 22.5074 -31.6663
C 7.3361 23.7616 -30.8195
F 6.1378 24.2171 -30.6862
O 7.9813 23.3065 -29.6304
H 8.0557 22.3875 -32.3462
H 6.2671 22.3865 -32.1957
H 7.9545 24.5278 -31.2871
O 5.3858 22.4505 -26.5769
C 4.7155 22.1856 -27.5253
O 4.4046 20.9417 -27.9578
C 3.8322 21.0934 -29.2194
C 3.2246 22.4632 -29.2338
F 2.0559 22.4895 -28.6392
O 4.2267 23.0436 -28.4150
H 4.5442 20.9426 -30.0308
H 3.1165 20.2813 -29.3473
H 3.0956 22.8961 -30.2258
O 1.8969 26.7608 -28.4736
C 2.3599 26.5599 -29.5377
O 1.8539 26.9860 -30.7437
C 2.6122 26.5274 -31.7697
C 3.9261 26.1567 -31.0720
F 4.6264 27.2821 -31.1008
O 3.5036 25.9372 -29.7599
H 2.2294 25.5927 -32.1795
H 2.6867 27.3011 -32.5339
H 4.4494 25.3175 -31.5304
O 7.0504 18.8253 -31.9340
C 6.2309 19.3223 -32.6776
O 6.4887 19.4416 -33.9473
C 5.3572 19.8492 -34.6748
C 4.2307 19.7428 -33.6190
F 3.6342 18.5345 -33.7132
O 4.9790 19.7767 -32.3903
H 5.4637 20.8752 -35.0272
H 5.2343 19.2992 -35.6078
H 3.5771 20.5935 -33.8119
C 5.4868 18.8801 -25.4399
C 5.7809 17.7472 -26.4937
C 6.2796 18.1573 -27.8407
O 7.4687 17.4391 -28.0735
C 7.7786 16.8519 -26.8914
O 8.8295 16.1937 -26.6423
O 6.8933 17.1149 -25.9969
H 4.7558 19.5177 -25.9371
H 6.3507 19.4160 -25.0468
H 4.9334 18.4917 -24.5849
H 5.0167 16.9744 -26.5764
H 6.5520 19.2127 -27.8372
H 5.3943 17.9368 -28.4371
C 7.9648 21.2330 -36.9298
C 8.7963 22.4738 -36.3459
C 8.5436 23.7981 -37.1168
O 8.1821 24.6810 -36.0753
C 8.0667 24.0384 -34.8703
O 7.9032 24.6078 -33.7898
O 8.2422 22.7220 -35.0387
H 8.0820 20.3671 -36.2782
H 7.9776 21.0203 -37.9988
H 6.9227 21.5148 -36.7791
H 9.8614 22.2425 -36.3630
H 7.7107 23.7153 -37.8150
H 9.3756 24.0818 -37.7614
Cl 8.4164 28.8380 -31.3712
C 9.2020 27.1868 -31.5902
Cl 10.7267 27.5041 -32.4403
H 9.4183 26.6892 -30.6448
H 8.5450 26.5619 -32.1950
Cl 13.3798 24.4428 -31.5837
C 12.4723 23.0554 -31.0658
Cl 10.7235 22.9606 -31.5672
H 12.9666 22.1658 -31.4560
H 12.5583 22.9698 -29.9826
Cl 6.8682 26.4329 -28.8892
C 5.7679 26.8590 -27.4604
Cl 4.9197 28.4264 -27.8385
H 5.0626 26.0291 -27.4153
H 6.3016 27.0736 -26.5345
Cl 11.1148 17.2247 -29.9836
C 10.1733 18.7566 -29.7301
Cl 11.1586 20.2227 -29.5006
H 9.4475 18.9035 -30.5299
H 9.5565 18.6828 -28.8345
Cl 8.5631 21.1639 -25.0992
C 9.8623 20.0707 -25.7385
Cl 10.0778 18.6284 -24.8032
H 9.5550 19.7798 -26.7430
H 10.8348 20.5524 -25.8400
*
```

Calculated values
Highest occupied orbital energy (eV): -9.9973
Relative energy (zero: lowest compared OMol25 entry of this formula, charge and spin) (eV): 0.0000
SMILES: O=C1OC[C@@H](F)O1.O=C1OC[C@@H](F)O1.O=C1OC[C@@H](F)O1.O=C1OC[C@@H](F)O1.C[C@H]1COC(=O)O1.C[C@H]1COC(=O)O1.ClCCl.ClCCl.ClCCl.ClCCl.ClCCl
HOMO-LUMO gap (eV): 9.206

Löwdin atomic charge list, values in e, 6 entries: 0.066 -0.479 0.028 -0.085 -0.393 0.072

=====

(2)
Molecular formula: C25H34ClGeN3O4Ti
Method: DFT, wB97M-V/def2-TZVPD

Structure (ORCA input):
```
! RIJCOSX wB97M-V def2-TZVPD def2/J DEFGRID3
* xyz 3 2
Ti 0.1022 -0.0226 0.2615
C -0.7931 1.9534 2.6438
C -2.0128 1.3854 1.9845
C -3.2989 1.7633 2.3545
C -4.3853 1.2113 1.7042
C -4.1842 0.2588 0.7035
C -2.8972 -0.0975 0.3873
N -1.8232 0.4757 1.0077
C -2.5236 -1.2194 -0.5115
C -3.3648 -2.1075 -1.1481
C -2.7934 -3.2252 -1.7578
C -1.4333 -3.4860 -1.6324
C -0.6506 -2.5598 -0.9655
N -1.1956 -1.4154 -0.5216
C 0.7125 -2.7660 -0.4205
C 1.5457 -3.7958 -0.7542
C 2.7113 -3.9760 0.0047
C 2.9644 -3.1421 1.0677
C 2.0976 -2.0796 1.3439
C 2.3563 -1.1673 2.4984
N 1.0087 -1.8821 0.5851
H -1.0474 2.4467 3.5792
H -0.2991 2.6924 2.0082
H -0.0712 1.1682 2.8918
H -3.4346 2.4764 3.1560
H -5.3911 1.4969 1.9846
H -5.0260 -0.2075 0.2113
H -4.4371 -1.9736 -1.1458
H -3.4290 -3.9388 -2.2662
H -1.0161 -4.4136 -1.9980
H 1.3046 -4.4689 -1.5648
H 3.3909 -4.7847 -0.2302
H 3.8331 -3.2884 1.6954
H 2.3609 -1.7439 3.4249
H 1.5927 -0.3928 2.6009
H 3.3290 -0.6844 2.4064
O 3.4936 0.2272 -0.1424
Cl 2.4489 1.0083 -0.6441
O 2.8154 2.1038 -1.4230
O 1.4288 0.1405 -1.3668
O 1.5362 1.4537 0.4927
C -1.0749 7.2257 -2.5193
C -0.9320 6.0048 -1.6192
C -1.8657 4.8762 -2.0461
C -1.8441 3.6368 -1.0973
Ge -0.6580 2.7898 -2.3370
C -1.0153 1.6530 -3.8604
C -2.2960 0.8276 -3.9179
C -3.5745 1.6283 -3.6869
C -4.8212 0.8542 -4.0965
H -0.3343 7.9798 -2.2619
H -2.0610 7.6781 -2.4145
H -0.9306 6.9665 -3.5699
H -1.1785 6.2637 -0.5862
H 0.1062 5.6605 -1.6128
H -1.6524 4.6073 -3.1174
H -2.9011 5.2191 -2.1159
H -2.7972 3.1191 -1.0485
H -1.4753 3.8807 -0.1058
H 0.6843 3.4989 -2.4827
H -0.1058 1.0583 -3.9892
H -0.9836 2.3937 -4.6722
H -2.2388 0.0041 -3.1964
H -2.3384 0.3565 -4.9027
H -3.5248 2.5669 -4.2487
H -3.6522 1.9006 -2.6264
H -4.8262 0.6674 -5.1700
H -5.7296 1.4016 -3.8515
H -4.8650 -0.1153 -3.5933
*
```

Calculated values
Highest occupied orbital energy (spin up / spin down) (eV): -17.7874 / -17.7897
Relative energy (zero: lowest compared OMol25 entry of this formula, charge and spin) (eV): 3.6149
HOMO-LUMO gap (spin up / spin down) (eV): 7.079 / 7.237

Löwdin atomic charge list, values in e, 6 entries: 1.203 0.006 -0.273 0.037 0.037 0.044

=====

- Which of these has the lowest relative energy (zero: lowest compared OMol25 entry of this formula, charge and spin)?
  C25H34Cl10F4O18

=====

- What is the relative energy (zero: lowest compared OMol25 entry of this formula, charge and spin) in the first record?
  0.0000 eV

=====

- Look up the relative energy (zero: lowest compared OMol25 entry of this formula, charge and spin) of the second one.
  3.6149 eV

=====

- What is the relative energy (zero: lowest compared OMol25 entry of this formula, charge and spin) in the second record?
  3.6149 eV